Arrangement one

Computed, not measured: CH4Br2Si as an isolated structure, with ωB97M-V with the def2-TZVPD basis set.

Cartesian coordinates (Å):
C  1.5113  -0.0385  -0.4942
Si  -0.1976  0.1380  0.4367
Br  2.6854  1.2519  0.3979
Br  2.3312  -1.7857  -0.3607
H  1.4488  0.3898  -1.5466
H  -0.7523  -0.6683  -0.5941
H  -0.5463  1.5480  0.2613
H  -0.2416  -0.6061  1.7589

- HOMO-LUMO gap (eV) = 10.274
- highest occupied orbital energy (eV) = -9.800

Arrangement two

Computed, not measured: a 2-piece molecular cluster, CH4Br2Si overall, with ωB97M-V with the def2-TZVPD basis set.

Cartesian coordinates (Å):
C  0.0038  -1.5540  0.1470
Si  -0.2530  1.1364  0.0150
Br  0.1285  1.6991  -2.1404
Br  1.5537  1.8311  1.1162
H  -0.4391  -1.5889  1.1555
H  -0.5987  -1.8534  -0.6388
H  1.1032  -1.6536  0.0808
H  -1.4985  1.9832  0.2647

- HOMO-LUMO gap (eV) = 8.510
- highest occupied orbital energy (eV) = -9.078

Tell me which of them is the least stable. Sure, it is arrangement one.

Arrangement one

Computed, not measured: C2H3BrN2S as an isolated structure, with ωB97M-V with the def2-TZVPD basis set.

Cartesian coordinates (Å):
C  -0.8630  -0.1286  0.4637
C  0.2147  -0.3386  -0.6409
N  -1.0970  0.8412  1.1943
N  1.3084  0.5259  -0.1605
S  0.6662  2.0268  0.3493
Br  -2.1526  -1.6710  0.3982
H  0.3093  -1.3828  -0.7331
H  -0.1445  0.1171  -1.5559
H  1.7585  0.0100  0.6850

- HOMO-LUMO gap (eV) = 8.149
- highest occupied orbital energy (eV) = -9.649

Arrangement two

Computed, not measured: C2H3BrN2S as an isolated structure, with ωB97M-V with the def2-TZVPD basis set.

Cartesian coordinates (Å):
C  0.0228  -1.1842  1.0340
C  -0.1316  0.0661  -0.7516
N  -0.4142  -1.0761  -0.1642
N  0.6814  0.9199  0.0014
S  0.9667  0.2288  1.5173
Br  -2.2896  1.2787  -1.0963
H  -0.0165  -2.1165  1.5932
H  -0.0652  0.0809  -1.8521
H  1.2461  1.8023  -0.2816

- HOMO-LUMO gap (eV) = 7.478
- highest occupied orbital energy (eV) = -8.294

Tell me which of them is the least stable. Sure, it is arrangement one.

Arrangement one

Computed, not measured: a 2-piece molecular cluster, C3H6NS overall, with ωB97M-V with the def2-TZVPD basis set.

Cartesian coordinates (Å):
C  -2.3629  0.9244  -0.7857
C  -1.4867  0.9827  0.0502
C  1.6537  -0.4426  -0.5240
N  0.6448  -0.7861  0.6512
S  3.0055  0.4068  -0.2588
H  -2.9711  0.8246  -1.6347
H  -0.9588  1.3323  0.9720
H  1.2869  -0.8273  -1.4053
H  0.5559  -1.7014  0.8099
H  -0.3587  -0.3872  0.5825
H  0.9913  -0.3263  1.5426

- net charge = +1
- HOMO-LUMO gap (eV) = 8.922
- highest occupied orbital energy (eV) = -14.586

Arrangement two

Computed, not measured: C3H6NS as an isolated structure, with ωB97M-V with the def2-TZVPD basis set.

Cartesian coordinates (Å):
C  -0.3769  1.1509  0.2476
C  -0.0011  0.9614  1.5513
C  -0.4379  -0.2578  -0.1901
N  0.1930  -0.6442  -1.4669
S  0.5717  -0.7783  1.2810
H  -0.6649  1.9166  -0.3415
H  0.2659  1.3899  2.4735
H  -0.1853  -1.6893  1.8552
H  0.4116  -1.5797  -1.4063
H  0.7866  0.0412  -1.7874
H  -0.5626  -0.5107  -2.2165

- net charge = +1
- HOMO-LUMO gap (eV) = 8.403
- highest occupied orbital energy (eV) = -12.470

Tell me which of them is the least stable. Sure, it is arrangement two.

Arrangement one

Computed, not measured: a 6-piece molecular cluster, C2H16NO5 overall, with ωB97M-V with the def2-TZVPD basis set.

Cartesian coordinates (Å):
C  1.4898  -1.2721  1.8754
C  1.9961  -0.2145  2.5184
N  0.1843  -1.3542  1.2452
H  1.9231  -2.2386  1.9840
H  2.9674  -0.0574  3.0727
H  1.6257  0.7555  2.4836
H  -0.4902  -0.6915  1.7206
H  0.1904  -0.9126  0.2869
H  -0.4457  -2.2981  1.3464
H  0.7255  -1.5908  -4.0731
H  1.0550  -0.4153  -2.9598
O  0.6713  -1.3165  -3.2567
H  -2.7801  0.6701  1.5763
H  -1.6419  1.6858  1.6119
O  -1.8558  0.8333  1.9352
H  -3.0157  2.4495  -0.4645
H  -2.5430  3.6626  0.3265
O  -2.2195  2.7926  0.0228
H  -0.3790  -1.4598  -2.1056
H  -1.1138  -2.6882  -1.6600
O  -0.8262  -1.7691  -1.3527
H  2.2810  1.7625  -2.0241
H  0.8160  2.2316  -2.0375
O  1.3853  1.4351  -2.0718

- net charge = +1
- HOMO-LUMO gap (eV) = 11.374
- highest occupied orbital energy (eV) = -14.240

Arrangement two

Computed, not measured: a 6-piece molecular cluster, C2H16NO5 overall, with ωB97M-V with the def2-TZVPD basis set.

Cartesian coordinates (Å):
C  1.6461  -1.1467  1.1159
C  1.7649  -0.6421  2.3218
N  1.2936  -0.2983  -0.0408
H  2.1007  -2.0683  0.8016
H  2.2203  -1.3269  3.0181
H  1.4475  0.3176  2.6936
H  1.9621  0.4257  -0.2919
H  1.0502  -0.8047  -0.8945
H  0.3157  0.1582  0.1372
H  1.0515  4.1036  2.1691
H  1.5783  4.2743  0.7334
O  0.9851  3.7501  1.2795
H  1.6375  -5.0483  1.6589
H  0.9874  -3.7905  2.0256
O  1.6349  -4.1510  1.4060
H  -1.9677  0.1478  -2.9625
H  -2.0328  -1.1553  -2.1621
O  -1.8203  -0.2237  -2.0845
H  -0.6694  1.8178  1.1513
H  -1.5953  0.6158  1.0092
O  -0.6744  0.8469  1.1922
H  -4.1455  1.0706  -5.4878
H  -4.7257  1.4903  -4.0678
O  -4.0447  1.6371  -4.7216

- net charge = +1
- HOMO-LUMO gap (eV) = 10.957
- highest occupied orbital energy (eV) = -13.843

Tell me which of them is the least stable. Sure, it is arrangement one.